Entry from the OMol25 dataset: a cluster of 2 separate species, C4H8O2 in total (wB97M-V/def2-TZVPD).

The geometry in XYZ format:
```
14
Properties=species:S:1:pos:R:3:forces:R:3:nbo_charge:R:1
O -1.355216 -1.415076 -0.414617 0.2 0.5 0.1 -0.52
C -0.880428 -0.363840 -0.069554 0.0 -0.2 -0.2 0.61
C -0.941390 1.098563 -0.134751 -0.2 0.1 -0.2 -0.53
C 0.367488 0.327396 0.243714 0.2 -0.1 0.0 -0.37
C 1.449564 0.055228 -0.779663 0.0 0.4 -0.1 -0.06
O 1.940018 -1.257421 -0.635260 -0.1 -0.2 -0.1 -0.71
H -1.037910 1.511706 -1.135879 0.1 0.1 0.1 0.24
H -1.389864 1.699899 0.654656 0.0 -0.3 -0.2 0.25
H 0.707203 0.448118 1.271932 -0.2 -0.1 -0.2 0.25
H 1.039022 0.228234 -1.787999 0.1 0.0 0.1 0.16
H 2.298490 0.728154 -0.639087 -0.1 -0.1 -0.1 0.19
H 1.180345 -1.853647 -0.714714 0.2 0.0 0.0 0.48
H -1.596894 -0.324515 2.294399 -0.1 0.0 0.3 -0.02
H -1.780424 -0.882805 1.846821 -0.1 -0.1 0.3 0.02
```
Forces are in eV/Å.

Values from the calculation:
Max |F| in eV Å⁻¹: 0.5
Kohn-Sham gap in Eh: 0.3732
HOMO in eV: -9.5
Energy relative to the best compared isomer or geometry (same formula, charge and spin) in kJ/mol: 352.1
Charge: 0
E_tot in eV: -8369.6329
2S+1: 1

***

Entry from the OMol25 dataset: the molecule C4H8O2 (wB97M-V/def2-TZVPD).

The geometry in XYZ format:
```
14
Properties=species:S:1:pos:R:3:forces:R:3:nbo_charge:R:1
C 1.798921 0.711015 -0.103975 0.0 0.1 0.0 -0.64
C 0.896594 -0.319820 0.528754 0.2 -0.1 -0.1 0.07
O 0.029732 0.171256 1.547780 -0.1 0.1 0.2 -0.49
C -0.556944 -0.331737 0.350188 -0.2 -0.1 -0.3 0.02
C -1.243226 0.571989 -0.637229 0.4 -0.1 -0.1 -0.09
O -2.598830 0.843022 -0.346001 -0.2 -0.1 0.2 -0.71
H 1.350376 1.702731 -0.011151 0.1 -0.1 0.0 0.22
H 1.978111 0.502144 -1.163761 0.0 0.0 0.1 0.22
H 2.765566 0.733513 0.407667 -0.1 0.0 -0.1 0.22
H 1.365838 -1.280986 0.746926 -0.1 0.2 0.1 0.18
H -1.090331 -1.272848 0.502742 0.1 0.0 0.0 0.18
H -1.227992 0.013317 -1.580721 0.0 0.2 0.0 0.18
H -0.683951 1.502952 -0.795732 -0.1 -0.1 0.2 0.17
H -2.735200 0.776213 0.604319 0.0 0.1 0.0 0.47
```
Forces are in eV/Å.

Values from the calculation:
Max |F| in eV Å⁻¹: 0.4
Kohn-Sham gap in Eh: 0.4190
HOMO in eV: -10.4
Energy relative to the best compared isomer or geometry (same formula, charge and spin) in kJ/mol: 197.9
Charge: 0
E_tot in eV: -8371.2307
2S+1: 1

***

Entry from the OMol25 dataset: the molecule C4H8O2 (wB97M-V/def2-TZVPD).

The geometry in XYZ format:
```
14
Properties=species:S:1:pos:R:3:forces:R:3:nbo_charge:R:1
C -1.974733 0.627678 0.138728 -0.1 -0.1 -0.1 -0.24
O -0.599840 0.896992 0.323153 0.2 -0.2 -0.2 -0.53
C 0.307282 -0.171964 0.269599 1.1 -0.4 -2.0 -0.05
C 0.956169 -0.551318 -1.192242 0.2 0.9 0.2 -0.63
C 1.395149 0.099346 1.292267 0.3 -0.5 -0.3 0.42
O 2.488836 -0.409665 1.220809 -0.4 0.2 0.2 -0.52
H -2.502934 1.587823 0.193572 0.2 -0.3 0.0 0.20
H -2.166391 0.184439 -0.847535 0.0 0.0 0.1 0.17
H -2.368190 -0.037766 0.920873 0.1 0.1 -0.1 0.17
H -0.035992 -1.175255 0.146572 -1.6 -0.8 2.4 0.24
H 0.641751 -1.501890 -1.696646 -0.2 0.7 1.0 0.21
H 0.666595 0.263023 -1.838764 0.4 0.3 -0.5 0.22
H 2.028940 -0.647829 -1.030872 0.0 0.3 -0.3 0.24
H 1.163357 0.836388 2.100486 -0.2 -0.3 -0.4 0.13
```
Forces are in eV/Å.

Values from the calculation:
Max |F| in eV Å⁻¹: 3.0
Kohn-Sham gap in Eh: 0.3895
HOMO in eV: -9.7
Energy relative to the best compared isomer or geometry (same formula, charge and spin) in kJ/mol: 262.1
Charge: 0
E_tot in eV: -8370.5655
2S+1: 1

***

Entry from the OMol25 dataset: the molecule C4H8O2 (wB97M-V/def2-TZVPD).

The geometry in XYZ format:
```
14
Properties=species:S:1:pos:R:3:forces:R:3:nbo_charge:R:1
C 1.511628 0.822728 0.152632 0.0 0.1 0.0 -0.67
C 0.677381 -0.427427 -0.067022 0.3 0.0 0.0 -0.05
O 0.010425 -0.834222 1.117691 0.1 -0.1 0.1 -0.52
C -1.316008 -0.442579 0.783578 -0.3 0.1 0.0 -0.11
C -1.091410 -0.362644 -0.726087 -0.1 -0.4 0.1 0.16
O -1.324038 0.728186 -1.444998 -0.1 0.1 0.0 -0.74
H 0.879852 1.664111 0.459717 0.1 -0.1 0.0 0.23
H 2.230627 0.621040 0.953796 -0.1 0.0 -0.1 0.24
H 2.065384 1.109445 -0.748267 -0.1 -0.1 0.1 0.22
H 1.239303 -1.248480 -0.522391 -0.1 0.1 0.1 0.19
H -1.574330 0.545135 1.183929 0.1 -0.1 0.0 0.18
H -2.047799 -1.186326 1.111955 0.1 0.1 -0.1 0.19
H -1.152572 -1.344933 -1.223950 0.0 0.1 0.0 0.17
H -0.108446 0.355965 -1.030583 0.2 0.1 0.0 0.50
```
Forces are in eV/Å.

Values from the calculation:
Max |F| in eV Å⁻¹: 0.4
Kohn-Sham gap in Eh: 0.3699
HOMO in eV: -9.2
Energy relative to the best compared isomer or geometry (same formula, charge and spin) in kJ/mol: 520.5
Charge: 0
E_tot in eV: -8367.8876
2S+1: 1

***

Entry from the OMol25 dataset: a cluster of 2 separate species, C4H8O2 in total (wB97M-V/def2-TZVPD).

The geometry in XYZ format:
```
14
Properties=species:S:1:pos:R:3:forces:R:3:nbo_charge:R:1
C 2.823844 0.158238 0.059058 0.1 0.1 0.0 -0.72
C 1.337519 0.368733 -0.044824 0.1 0.4 -0.1 0.80
O 0.799106 1.424421 -0.290475 0.2 -0.4 0.1 -0.61
O 0.658524 -0.770165 0.162898 -0.2 0.1 0.0 -0.70
H 3.331275 1.119749 -0.017092 -0.1 -0.1 0.0 0.24
H 3.157640 -0.502613 -0.746628 -0.1 0.1 0.1 0.24
H 3.068845 -0.327660 1.007330 0.0 0.1 -0.1 0.24
H -0.293226 -0.555088 0.086808 0.1 -0.1 0.0 0.51
C -2.730830 -0.403467 0.126479 0.1 0.1 -0.1 -0.42
C -2.158631 0.724557 -0.289156 -0.1 -0.1 0.0 -0.39
H -2.985717 -0.562635 1.171757 0.1 0.0 -0.1 0.20
H -2.977130 -1.208280 -0.562447 0.0 0.1 0.1 0.20
H -1.901380 0.890406 -1.332338 -0.1 0.0 0.1 0.21
H -1.905906 1.530451 0.394049 -0.1 -0.1 -0.1 0.21
```
Forces are in eV/Å.

Values from the calculation:
Max |F| in eV Å⁻¹: 0.5
Kohn-Sham gap in Eh: 0.4084
HOMO in eV: -10.2
Energy relative to the best compared isomer or geometry (same formula, charge and spin) in kJ/mol: 88.3
Charge: 0
E_tot in eV: -8372.3670
2S+1: 1

***

Entry from the OMol25 dataset: the molecule C4H8O2 (wB97M-V/def2-TZVPD).

The geometry in XYZ format:
```
14
Properties=species:S:1:pos:R:3:forces:R:3:nbo_charge:R:1
C -1.416734 -1.208461 0.256571 0.0 0.0 -0.1 -0.64
C -1.163380 0.261153 0.478957 -0.1 -0.2 0.2 0.06
O -1.031868 1.069942 -0.684839 -0.1 0.1 -0.2 -0.49
C 0.101007 0.928577 0.162362 0.2 0.0 0.2 0.04
C 1.311220 0.192856 -0.354491 -0.4 -0.3 0.1 -0.09
O 2.287534 1.160543 -0.684862 0.3 -0.1 -0.1 -0.71
H -2.479001 -1.375901 0.050248 0.1 0.0 0.0 0.22
H -1.148278 -1.794900 1.142484 0.0 0.1 -0.1 0.22
H -0.846525 -1.580634 -0.598846 -0.1 0.0 0.1 0.22
H -1.770896 0.715059 1.265606 0.1 0.0 -0.2 0.18
H 0.362478 1.833809 0.713497 0.0 -0.1 -0.1 0.19
H 1.677920 -0.486547 0.432889 0.0 0.1 -0.1 0.16
H 1.026841 -0.413740 -1.225918 0.1 0.1 0.1 0.18
H 3.089682 0.698242 -0.953663 -0.1 0.1 0.0 0.47
```
Forces are in eV/Å.

Values from the calculation:
Max |F| in eV Å⁻¹: 0.5
Kohn-Sham gap in Eh: 0.4040
HOMO in eV: -10.1
Energy relative to the best compared isomer or geometry (same formula, charge and spin) in kJ/mol: 195.6
Charge: 0
E_tot in eV: -8371.2548
2S+1: 1

***

Entry from the OMol25 dataset: the molecule C4H8O2 (wB97M-V/def2-TZVPD).

The geometry in XYZ format:
```
14
Properties=species:S:1:pos:R:3:forces:R:3:nbo_charge:R:1
C 1.629353 0.046732 -0.152362 0.0 0.0 0.0 -0.63
C 0.144105 0.079573 0.095889 0.1 0.0 -0.2 0.18
C -0.699340 -0.852396 -0.761295 0.3 0.0 -0.1 -0.08
O -2.020460 -0.929976 -0.292505 0.0 -0.1 0.2 -0.71
C -0.495868 1.244912 0.702779 -0.1 0.3 0.0 -0.11
O -0.255400 0.059084 1.468031 0.0 -0.1 0.2 -0.51
H 1.850422 0.331514 -1.187075 0.0 0.0 0.1 0.22
H 2.022377 -0.962053 0.016412 -0.1 0.1 0.0 0.22
H 2.149078 0.735078 0.519660 -0.1 -0.1 -0.1 0.22
H -0.213989 -1.843898 -0.777901 -0.1 0.1 0.0 0.16
H -0.733275 -0.482740 -1.792199 0.0 0.0 0.1 0.18
H -1.945196 -0.977493 0.674045 -0.1 0.0 -0.1 0.48
H 0.113122 2.101469 0.991498 -0.1 -0.1 -0.1 0.18
H -1.544931 1.450190 0.495024 0.2 0.0 0.0 0.20
```
Forces are in eV/Å.

Values from the calculation:
Max |F| in eV Å⁻¹: 0.3
Kohn-Sham gap in Eh: 0.4116
HOMO in eV: -10.2
Energy relative to the best compared isomer or geometry (same formula, charge and spin) in kJ/mol: 175.5
Charge: 0
E_tot in eV: -8371.4631
2S+1: 1

***

Entry from the OMol25 dataset: the molecule C4H8O2 (wB97M-V/def2-TZVPD).

The geometry in XYZ format:
```
14
Properties=species:S:1:pos:R:3:forces:R:3:nbo_charge:R:1
C -1.140151 0.301996 -0.913122 0.0 0.0 0.0 -0.65
C -0.069946 0.440328 0.142348 -0.1 -0.2 -0.2 0.21
O 0.281614 1.773072 0.420303 -0.2 0.1 0.0 -0.70
C -0.037110 -0.567432 1.265611 -0.1 0.0 0.1 -0.47
C 1.044241 -0.559446 0.224947 0.0 0.3 0.2 0.06
O 1.072537 -1.648892 -0.650952 0.1 0.0 -0.2 -0.70
H -2.138543 0.459858 -0.485777 0.2 0.0 -0.1 0.21
H -1.099681 -0.698080 -1.348512 -0.1 0.1 0.0 0.24
H -0.993606 1.037653 -1.716059 0.1 -0.2 0.1 0.21
H -0.490663 2.297823 0.171496 0.3 0.1 0.2 0.47
H 0.217506 -0.234504 2.267564 0.0 0.0 -0.2 0.23
H -0.753513 -1.382740 1.207987 0.1 0.1 0.0 0.22
H 2.018399 -0.178864 0.538255 -0.2 0.0 -0.1 0.18
H 1.456757 -1.339713 -1.481547 -0.1 -0.1 0.1 0.47
```
Forces are in eV/Å.

Values from the calculation:
Max |F| in eV Å⁻¹: 0.4
Kohn-Sham gap in Eh: 0.3678
HOMO in eV: -9.2
Energy relative to the best compared isomer or geometry (same formula, charge and spin) in kJ/mol: 179.7
Charge: 0
E_tot in eV: -8371.4196
2S+1: 1

***

Entry from the OMol25 dataset: the molecule C4H8O2 (wB97M-V/def2-TZVPD).

The geometry in XYZ format:
```
14
Properties=species:S:1:pos:R:3:forces:R:3:nbo_charge:R:1
C 0.864497 1.008947 0.478304 0.0 0.1 0.2 -0.09
C -0.571183 0.790573 0.983084 0.1 0.2 0.0 -0.10
O -1.015187 -0.537790 0.809296 0.0 0.0 0.0 -0.52
C -0.871749 -0.910587 -0.546481 0.0 -0.1 -0.2 -0.10
C 0.600555 -0.966313 -0.896852 -0.1 -0.2 -0.1 -0.09
O 1.216844 0.285914 -0.685520 0.0 0.2 -0.2 -0.53
H 0.975184 2.058219 0.186772 0.0 -0.1 0.2 0.19
H 1.581636 0.805422 1.285729 -0.1 -0.2 -0.1 0.16
H -0.606949 0.991672 2.058746 0.0 0.0 -0.2 0.20
H -1.270491 1.482034 0.483290 0.1 -0.2 0.0 0.16
H -1.348579 -1.886555 -0.671819 0.1 0.1 0.0 0.20
H -1.377345 -0.177424 -1.198344 0.0 -0.1 0.1 0.16
H 1.084775 -1.772785 -0.322857 0.0 0.2 0.0 0.17
H 0.737991 -1.171327 -1.963347 0.0 -0.1 0.1 0.19
```
Forces are in eV/Å.

Values from the calculation:
Max |F| in eV Å⁻¹: 0.3
Kohn-Sham gap in Eh: 0.3853
HOMO in eV: -9.4
Energy relative to the best compared isomer or geometry (same formula, charge and spin) in kJ/mol: 163.3
Charge: 0
E_tot in eV: -8371.5895
2S+1: 1

***

Entry from the OMol25 dataset: a structure of composition C4H8O2 (wB97M-V/def2-TZVPD).

The geometry in XYZ format:
```
14
Properties=species:S:1:pos:R:3:forces:R:3:nbo_charge:R:1
C 1.615959 -0.054681 -0.210443 0.1 0.1 -0.1 -0.69
C 0.599823 -0.048901 0.908161 -0.7 -1.4 -0.2 -0.28
C -0.693275 0.643638 0.626680 -0.5 -0.1 0.1 -0.01
O -0.886709 1.401113 -0.565825 0.5 0.0 0.1 -0.73
C -1.010003 -0.807895 0.353509 -0.4 0.7 0.1 0.08
O -1.260181 -1.118015 -0.951043 0.2 0.3 0.2 -0.68
H 2.386545 -0.817323 -0.048189 -0.2 0.2 0.0 0.23
H 1.214601 -0.191729 -1.227180 0.1 0.0 0.1 0.20
H 2.122635 0.919998 -0.166625 0.0 -0.1 -0.1 0.22
H 0.149553 -1.230502 0.992569 0.6 0.7 0.2 0.27
H -1.200226 1.133348 1.456568 0.1 0.0 -0.1 0.19
H -0.021477 1.693627 -0.887216 -0.2 0.0 0.1 0.48
H -1.651037 -1.318815 1.083250 0.5 0.0 -0.2 0.21
H -1.336168 -0.238044 -1.384358 0.1 -0.3 -0.1 0.50
```
Forces are in eV/Å.

Values from the calculation:
Max |F| in eV Å⁻¹: 1.6
Kohn-Sham gap in Eh: 0.3200
HOMO in eV: -8.0
Energy relative to the best compared isomer or geometry (same formula, charge and spin) in kJ/mol: 450.8
Charge: 0
E_tot in eV: -8368.6090
2S+1: 1

***

Entry from the OMol25 dataset: the molecule C4H8O2 (wB97M-V/def2-TZVPD).

The geometry in XYZ format:
```
14
Properties=species:S:1:pos:R:3:forces:R:3:nbo_charge:R:1
C 0.091246 -1.108058 -0.965097 0.0 0.0 0.0 -0.64
C -0.296700 -0.290828 0.243202 0.2 0.2 -0.3 0.21
O -1.476467 -0.697100 0.887958 0.1 -0.3 0.1 -0.70
C 0.787464 0.347657 1.080683 0.1 0.0 0.2 -0.47
C -0.116330 1.194894 0.235445 -0.1 -0.1 0.2 0.07
O 0.472221 1.832523 -0.858489 -0.1 0.0 -0.2 -0.70
H 0.551901 -2.057619 -0.665601 -0.1 0.1 0.0 0.21
H 0.806779 -0.563479 -1.589223 -0.1 -0.1 0.1 0.23
H -0.801802 -1.327082 -1.560357 0.1 0.0 0.0 0.22
H -1.394390 -1.641000 1.084781 0.0 0.2 0.1 0.47
H 0.645326 0.381925 2.155996 0.0 0.0 -0.1 0.23
H 1.816334 0.248914 0.739604 -0.2 0.0 0.0 0.23
H -0.884233 1.766879 0.757675 0.1 -0.1 -0.1 0.18
H -0.201349 1.912374 -1.546577 0.2 0.0 0.1 0.47
```
Forces are in eV/Å.

Values from the calculation:
Max |F| in eV Å⁻¹: 0.4
Kohn-Sham gap in Eh: 0.3766
HOMO in eV: -9.4
Energy relative to the best compared isomer or geometry (same formula, charge and spin) in kJ/mol: 172.2
Charge: 0
E_tot in eV: -8371.4970
2S+1: 1

***

Entry from the OMol25 dataset: the molecule C4H8O2 (wB97M-V/def2-TZVPD).

The geometry in XYZ format:
```
14
Properties=species:S:1:pos:R:3:forces:R:3:nbo_charge:R:1
C 1.516584 -0.868256 -0.948077 0.5 0.1 0.4 -0.62
C 0.603917 -0.864576 0.290302 0.3 0.1 0.0 -0.42
C -0.110001 0.442262 0.387755 0.3 0.2 -0.2 -0.09
O -1.418657 0.233288 0.860139 -0.2 0.1 -0.2 -0.49
C -2.228937 1.178137 0.406028 -0.8 -0.4 0.6 0.65
O -1.921339 2.129652 -0.251056 -0.4 0.1 0.1 -0.58
H 2.332924 -0.201154 -0.694225 0.5 0.1 -0.1 0.20
H 1.923091 -1.892967 -0.860584 0.1 0.5 -1.4 0.22
H 1.168070 -0.426201 -1.960673 -0.1 -1.5 1.7 0.22
H 1.205514 -0.910631 1.207180 0.2 -0.6 -0.4 0.21
H -0.050592 -1.751797 0.296390 -0.1 0.6 -0.1 0.22
H 0.332809 1.164995 1.073261 0.5 -0.1 -0.1 0.18
H -0.156214 0.913461 -0.588802 0.0 0.1 -0.1 0.20
H -3.197168 0.853787 0.782362 -0.8 0.7 -0.3 0.12
```
Forces are in eV/Å.

Values from the calculation:
Max |F| in eV Å⁻¹: 2.3
Kohn-Sham gap in Eh: 0.4301
HOMO in eV: -10.7
Energy relative to the best compared isomer or geometry (same formula, charge and spin) in kJ/mol: 133.3
Charge: 0
E_tot in eV: -8371.8998
2S+1: 1

***

Number 1: LUMO level 0.676 eV. Number 2: LUMO level 1.019 eV. Number 3: LUMO level 0.889 eV. Number 4: LUMO level 0.892 eV. Number 5: LUMO level 0.957 eV. Number 6: LUMO level 0.883 eV. Number 7: LUMO level 0.952 eV. Number 8: LUMO level 0.852 eV. Number 9: LUMO level 1.068 eV. Number 10: LUMO level 0.703 eV. Number 11: LUMO level 0.864 eV. Number 12: LUMO level 0.967 eV.